DFT (ωB97M-V/def2-TZVPD) results for a molecular structure, C28H80CrCu3N4O18P2 at a distorted geometry.

- HOMO-LUMO gap (spin up / spin down) (eV) = 4.9 / 5.9
- total energy (eV) = -254073.9967
- charge = -1
- spin multiplicity = 5
- relative energy (zero: lowest compared OMol25 entry of this formula, charge and spin) (kJ/mol) = 437.0

Element x y z (Å)
H 30.0196 -18.9333 -30.2228
H 28.4993 -21.3836 -32.4069
O 26.0023 -22.9203 -23.9316
H 25.7093 -21.3630 -33.2352
H 28.4548 -25.4039 -25.4083
H 28.7383 -18.8061 -28.2743
C 30.1145 -20.7283 -31.4907
N 29.5034 -22.8103 -24.3202
H 27.6331 -15.9950 -25.3586
H 26.4111 -21.2285 -26.1268
C 21.7510 -21.2641 -30.4614
C 24.0035 -24.2026 -23.6940
H 31.6384 -22.8892 -29.3827
C 29.3523 -19.6856 -30.6436
C 27.1305 -29.1759 -30.3612
H 25.0739 -28.0871 -27.0546
O 32.3424 -22.5840 -28.8057
H 27.1721 -30.3899 -32.1619
C 22.9634 -25.4092 -28.9020
C 34.6731 -21.9310 -28.7187
Cu 30.4092 -24.4594 -27.7309
H 27.3209 -18.9714 -21.5058
H 23.9477 -19.1347 -28.4204
H 23.0641 -26.4387 -28.5584
O 30.1642 -25.6509 -31.7947
H 25.4242 -24.4337 -25.2115
C 30.6379 -22.5688 -22.1699
H 27.7436 -31.3365 -30.8582
C 28.0757 -19.5315 -28.7464
H 24.1131 -21.2785 -26.9361
H 30.8739 -21.1407 -30.8263
C 27.8821 -26.0398 -23.5932
H 28.6310 -19.1472 -31.2583
C 33.5193 -22.3635 -29.6114
H 29.5644 -22.5357 -32.4485
H 31.3202 -21.7509 -22.4016
N 26.4630 -22.0476 -30.8760
H 27.0920 -26.5853 -24.1092
C 29.3052 -22.4314 -22.9317
H 27.5792 -20.1510 -27.9995
H 31.0647 -23.5462 -22.3946
H 23.1309 -25.3332 -29.9764
H 27.2379 -29.9600 -28.3468
H 25.4332 -18.6096 -27.5558
H 24.1093 -22.3055 -30.1117
H 26.1525 -22.4784 -30.0168
O 28.8799 -25.7608 -24.6250
H 26.0498 -30.9125 -30.9894
C 27.5528 -16.9807 -25.8168
C 25.4267 -21.0282 -31.1184
H 25.5972 -29.4387 -28.8146
H 27.6524 -19.6141 -19.9125
C 28.6408 -20.9889 -22.7431
H 25.0941 -19.6707 -32.8822
H 26.4778 -28.4638 -30.8660
O 25.8783 -20.4323 -26.1871
N 28.5089 -28.6914 -30.4542
H 33.3105 -21.6451 -30.4041
O 29.1046 -22.6129 -27.9022
H 31.5977 -20.5426 -33.0165
C 27.0612 -30.5175 -31.0851
O 28.3160 -19.2674 -25.7064
O 30.2491 -23.7099 -29.9821
H 26.6891 -20.0596 -32.5127
H 26.2895 -22.6942 -31.6323
H 28.7078 -22.6250 -24.9141
O 28.2379 -24.5277 -30.6298
C 24.5075 -19.1809 -27.4863
H 23.7333 -24.5966 -27.0797
O 23.0240 -20.6348 -30.9015
H 25.3719 -21.1127 -28.1646
H 23.8481 -23.5022 -28.4094
H 21.1440 -20.4136 -30.1512
C 26.6570 -29.1864 -28.8491
H 27.8340 -18.2278 -24.1088
Cu 29.5695 -21.2096 -25.9780
O 28.6983 -20.4549 -29.6491
O 26.8512 -27.9464 -28.2088
C 28.3140 -18.0363 -25.0685
O 26.9437 -23.1610 -28.5761
H 21.2862 -21.7222 -31.3345
C 30.6839 -20.0311 -32.7140
H 23.8220 -22.2773 -31.8146
P 27.8470 -23.2001 -27.2758
O 29.7118 -26.0504 -29.3299
H 24.4739 -24.9910 -23.1064
H 30.5393 -22.5896 -21.0846
H 27.2850 -19.0347 -29.3088
H 28.4896 -27.7443 -30.1039
H 25.8026 -24.2509 -28.4769
H 25.5323 -20.2187 -30.3962
C 28.4865 -26.7438 -22.3082
H 29.2106 -20.1826 -23.2049
H 34.4920 -20.9589 -28.2601
O 27.5421 -22.2602 -26.0826
Cu 27.5163 -25.5783 -28.7595
H 29.3193 -17.7210 -24.7892
H 23.1986 -24.6087 -24.3066
H 28.5691 -23.1387 -22.5497
H 28.7279 -28.6890 -31.4402
O 28.5544 -20.7532 -21.3536
H 27.6630 -27.0618 -21.6688
H 29.1880 -26.0773 -21.8065
H 29.0534 -27.6463 -22.5367
H 21.9195 -25.1530 -28.7211
O 28.2227 -24.6541 -26.8992
H 23.9717 -18.8070 -26.6138
H 21.7930 -22.0024 -29.6607
H 26.5006 -20.3294 -21.0598
C 23.9575 -24.5541 -28.1455
H 34.8693 -22.6352 -27.9102
Cr 28.4781 -22.6075 -29.8609
C 24.9389 -20.6534 -27.2759
H 24.3589 -22.9250 -25.2823
H 26.6933 -22.6944 -24.5585
H 30.9846 -19.0237 -32.4262
H 27.3422 -25.1351 -23.3137
P 29.6400 -25.0420 -30.4845
H 29.9855 -20.1062 -33.5475
N 29.1924 -21.8329 -31.8257
C 25.6993 -20.5146 -32.5510
H 27.8287 -16.8543 -26.8637
C 24.9947 -23.5803 -24.6869
H 26.4824 -17.1690 -25.7334
C 24.0408 -21.6306 -30.9648
H 27.4224 -19.6149 -25.7545
O 25.2668 -25.0467 -28.5129
H 27.6705 -20.9681 -23.2393
H 26.6113 -28.5077 -26.2660
H 23.5717 -23.4864 -22.9949
H 26.2713 -26.8102 -26.7020
H 29.3961 -23.8138 -24.3577
C 27.4947 -19.8951 -20.9538
C 26.1364 -27.8513 -26.9952
H 35.6308 -21.8571 -29.2339
H 33.7267 -23.3332 -30.0639

Atom charges from the Mulliken analysis, given in e for atoms 1 to 99: H 0.49; H 0.12; O -0.70; H 0.40; H 0.13; H 0.41; C 1.19; N -0.74; H 0.45; H -0.96; C -0.75; C -1.68; H 0.13; C -1.60; C 0.87; H 0.39; O -0.31; H 0.42; C -1.78; C -1.39; Cu 0.31; H 0.27; H 0.33; H 0.33; O -0.97; H -0.47; C -1.60; H 0.35; C -0.72; H 0.30; H -0.45; C 0.63; H 0.41; C 0.04; H 0.38; H 0.32; N 0.94; H 0.19; C 0.81; H -0.31; H 0.42; H 0.33; H 0.28; H 0.07; H -0.65; H -0.65; O -0.65; H 0.39; C -1.23; C 0.43; H 0.42; H 0.32; C -0.32; H 0.38; H 0.12; O -0.93; N -0.79; H 0.18; O -1.36; H 0.41; C -1.62; O 0.00; O -0.93; H 0.28; H 0.24; H -0.01; O -0.71; C -1.27; H -0.22; O -0.42; H -1.01; H -0.83; H 0.29; C -1.06; H 0.11; Cu -0.15; O 0.99; O -0.14; C -0.24; O -0.13; H 0.32; C -1.48; H 0.47; P 1.49; O -0.94; H 0.34; H 0.37; H 0.37; H 0.08; H 0.01; H -0.32; C -1.39; H 0.17; H 0.30; O 3.76; Cu 0.53; H 0.47; H 0.42; H 0.09